{
  "formula": "C34H55Br2FO6Si",
  "method": "the ωB97M-V functional and the def2-TZVPD basis",
  "symbols": ["H", "H", "H", "H", "C", "H", "H", "H", "H", "H", "C", "Si", "C", "C", "H", "C", "C", "H", "O", "O", "C", "H", "H", "C", "C", "C", "C", "Br", "O", "H", "H", "C", "O", "C", "H", "H", "H", "F", "H", "H", "H", "H", "H", "H", "H", "H", "C", "C", "C", "H", "C", "H", "H", "C", "C", "C", "C", "H", "H", "C", "H", "H", "C", "C", "H", "H", "H", "H", "H", "H", "C", "H", "C", "C", "H", "Br", "O", "C", "H", "H", "H", "C", "C", "C", "O", "C", "C", "H", "H", "H", "H", "H", "C", "H", "H", "H", "H", "H", "H"],
  "xyz": [[-0.4826, -5.2209, 1.0639], [-3.9771, 5.5499, -0.9202], [2.9157, -2.8228, -2.6970], [2.6828, 1.3204, -1.2888], [3.5976, -0.1821, 1.0310], [3.4752, 1.3599, -2.8308], [2.9169, -3.8515, 2.0980], [-1.3716, 2.7930, -5.7887], [1.1857, -1.6878, -2.3831], [-1.5343, 1.5858, 6.5927], [0.7143, -0.7097, -2.3051], [3.9856, -0.7561, -1.7335], [-0.3212, -4.2817, 0.5316], [-1.1304, 1.9628, -6.4489], [0.6779, 3.0701, 2.9601], [-4.4410, 4.9380, -1.6907], [3.3148, -0.4827, 2.3621], [3.2744, 0.3050, 3.1035], [-2.3825, 3.7459, -1.6282], [-0.1281, 2.8115, 5.2571], [-1.7614, -1.7028, 6.0990], [-2.3377, 0.6830, 5.2995], [-4.8432, 2.3638, -2.8556], [-1.9463, 0.8217, 2.7578], [-2.0515, 0.8023, -6.1584], [3.7961, -2.2171, -2.8919], [-3.4838, 3.8509, -2.1188], [-3.4997, 1.5746, 1.9672], [0.9899, -4.2109, -1.4493], [-0.8040, -5.3967, -2.7362], [6.0221, 0.1022, -2.8683], [-1.6924, -0.4821, 2.6510], [-2.9023, 0.8707, -5.3019], [-0.1452, 2.5912, 2.4376], [-2.0456, -4.6805, -1.6886], [3.4354, -3.3253, -0.2695], [5.9522, 0.6360, -1.1660], [-2.4433, -2.1892, 7.1988], [-1.1117, -2.5025, 5.7455], [-5.3550, 4.4945, -1.2928], [-4.6954, 5.5686, -2.5439], [-0.0158, -1.4218, -0.4364], [0.5295, -3.7622, 0.9692], [0.0997, -0.6792, 6.1850], [-0.9247, -0.3913, 7.5506], [1.4444, 2.0178, 1.1381], [-0.4547, -1.1459, 3.1827], [-1.8568, -0.4464, -6.9837], [2.8813, 0.7188, -2.1745], [-1.2719, 0.7851, -1.6269], [-1.3949, 0.8491, 5.8125], [-1.3197, -6.2453, -1.2646], [6.4383, -1.0155, -1.5684], [-0.4039, 1.4542, 4.7933], [1.5824, 0.3850, -2.9269], [-3.9467, 2.8920, -3.1861], [3.0626, -1.8045, 2.7420], [-1.1977, 2.5358, 0.0744], [-2.0031, -0.2226, -8.0415], [-1.1548, 3.5789, 4.8470], [-3.1662, 2.1693, -3.3858], [0.9748, 1.2951, -2.9485], [-0.3294, 1.8975, -0.0518], [-1.0308, 1.8196, 3.4386], [-2.5770, -1.2006, -6.6756], [4.6500, -2.8778, -2.7267], [-0.3050, -0.9545, 4.2359], [-0.5752, -2.2225, 3.0940], [2.8213, -2.0031, 3.7774], [0.4541, 0.6823, 1.5685], [3.1194, -2.8327, 1.8003], [0.4325, -0.8876, 2.6121], [0.3079, -0.4688, -0.8576], [0.4054, 1.7295, 1.2941], [0.5645, 0.9711, 4.7433], [-2.8935, -1.6532, 1.7765], [-1.9211, 2.8694, 3.9937], [-0.9317, -0.4672, 6.4677], [-1.2477, 2.2835, -7.4853], [-0.1993, -0.7798, -2.9021], [-0.7759, 3.3772, 2.0337], [3.6483, -1.2133, 0.0711], [3.4135, -2.5341, 0.4660], [-1.1252, -5.2664, -1.7055], [-1.3497, 4.6838, 5.1847], [5.7831, -0.1935, -1.8492], [-0.0459, -4.5540, -0.9279], [-4.1715, 3.4323, -4.1072], [-1.2115, -3.6575, 0.6343], [-2.4646, -1.4688, 5.2993], [-0.8475, -0.8356, -6.8399], [3.7738, 0.8360, 0.7111], [-0.7958, 0.5850, -0.6659], [-0.0931, 1.6668, -6.2841], [0.3389, 2.3918, -0.7567], [3.8453, -1.9128, -3.9350], [1.7686, 0.1330, -3.9702], [1.1830, -0.1735, -0.2798], [-1.5700, 0.1524, -0.0329]],
  "max_force_ha_per_bohr": 0.0303,
  "homo_lumo_gap_ev": 9.47,
  "smiles": "C/C(Br)=C(/Br)[C@@]1(CCCCCCCC[Si](C)(C)c2ccccc2)OC(=O)O[C@H]1CCCF.CC(C)=O.CC(C)=O.CC(C)=O",
  "lumo_energy_ev": 0.28
}